# 1
Formula: C18H33CrN3O3
Source: the Open Molecules 2025 dataset
Level of theory: the ωB97M-V functional and the def2-TZVPD basis

```
58
Properties=species:S:1:pos:R:3:nbo_charge:R:1
H 2.815 0.194 1.052 0.256
H -2.995 -0.637 0.636 0.231
H 2.028 3.441 -2.691 0.196
H 3.952 2.538 -1.736 0.161
H -0.994 -2.946 2.431 0.234
O 0.878 1.144 -0.963 -0.609
C 2.695 0.422 -6.547 -0.033
H 0.127 -1.770 3.164 0.225
C 0.655 2.282 -1.580 0.314
C 1.725 -0.071 -5.725 -0.269
N -0.572 2.560 -2.142 -0.433
H -3.054 -1.955 1.856 0.221
H -2.137 -0.437 3.517 0.219
H 2.621 1.108 -8.556 0.216
C 2.220 -1.738 -0.547 -0.422
C 2.984 2.271 -1.245 -0.613
H 1.880 -0.461 -4.682 0.212
C 2.254 -0.593 1.572 -0.445
H 1.504 -3.106 1.716 0.227
H 4.927 1.605 -4.588 0.256
C 2.482 0.148 -8.040 -0.624
H 2.958 -1.313 2.020 0.215
H -2.799 4.404 -3.102 0.226
C -0.336 -2.084 2.216 -0.242
H -3.154 2.886 -3.938 0.222
C -1.690 2.154 -1.459 0.919
H 2.739 1.569 -2.154 0.196
C -2.504 3.359 -3.200 -0.093
C -2.435 -1.468 1.083 -0.434
H 1.578 -2.205 -1.303 0.205
H 0.285 -3.103 0.406 0.215
C 3.775 1.221 -6.279 -0.131
H -1.976 0.900 2.320 0.226
C -1.484 0.020 2.753 -0.424
H 2.948 -2.485 -0.189 0.207
H 2.746 -0.882 -0.984 0.238
C -1.037 3.197 -3.468 -0.230
H 3.282 -0.553 -8.316 0.237
O -2.803 2.669 -1.933 -0.424
O -1.654 1.398 -0.448 -0.718
C 0.732 -2.498 1.211 -0.242
H 4.334 2.147 -8.077 0.286
H 1.488 -0.271 -8.276 0.257
C 4.777 1.504 -7.328 -0.581
N -1.173 -0.940 1.664 -0.512
Cr -0.156 0.093 0.067 1.307
H -0.916 2.496 -4.314 0.212
H 1.651 -0.132 2.366 0.204
H 4.075 2.997 -5.101 0.262
H 0.610 0.029 -6.042 0.217
H 5.643 2.028 -6.940 0.292
H 5.130 0.532 -7.637 0.313
H -2.198 -2.202 0.302 0.209
C 1.863 2.948 -1.724 -0.189
N 1.386 -1.294 0.589 -0.481
C 4.442 2.042 -5.455 0.066
H -0.464 4.116 -3.620 0.238
H -0.547 0.330 3.235 0.212
```

Calculated values
**E_LUMO (alpha / beta)**: -0.295 / -0.298 Ha
**HOMO-LUMO gap (alpha / beta)**: 3.80 / 2.87 eV
**Highest occupied orbital energy (alpha / beta)**: -11.8 / -11.0 eV
**Net charge**: +2
**2S+1**: 5
**M**: 391.5 g/mol
**Energy above the lowest of the compared OMol25 structures with the same formula, charge and spin**: 680.41 kJ/mol

***

# 2
Formula: C8H18N5O2SSr
Source: the Open Molecules 2025 dataset
Level of theory: the ωB97M-V functional and the def2-TZVPD basis

```
35
Properties=species:S:1:pos:R:3:nbo_charge:R:1
H -0.088 1.097 3.465 0.385
C 1.096 -0.564 3.242 -0.228
C 3.569 -0.049 1.308 -0.234
H 4.658 -0.022 1.249 0.207
H -3.171 1.457 -4.558 0.248
H -1.531 1.298 -2.626 0.465
C -3.716 -0.588 -3.934 -0.059
H -4.496 -0.961 -4.573 0.241
N 0.001 0.332 2.801 -0.926
H -4.137 -3.125 -3.396 0.224
Sr 0.356 0.914 0.175 1.760
H 3.164 -0.498 -0.661 0.391
O -0.093 3.353 0.090 -0.568
H 0.811 -1.144 4.122 0.209
H 2.141 0.940 4.349 0.220
H 2.428 1.684 1.961 0.178
C -3.621 -2.689 -2.545 -0.408
H 1.276 -1.292 2.444 0.179
H -2.756 -3.295 -2.292 0.238
H -0.880 -0.172 2.853 0.389
C -3.068 0.594 -3.928 -0.065
H 3.909 1.470 2.812 0.242
S -1.339 -1.234 -0.927 -0.500
C -2.233 -0.645 -2.266 0.285
N 2.961 0.258 -0.013 -0.920
H 3.431 1.070 -0.406 0.383
N -2.163 0.543 -2.890 -0.518
H -4.292 -2.652 -1.688 0.224
C 2.366 0.206 3.570 -0.412
C 3.069 0.909 2.403 -0.418
N -3.185 -1.350 -2.908 -0.335
O -0.285 2.346 -1.747 -0.666
H 3.071 -0.498 4.020 0.229
N -0.548 3.387 -1.065 0.364
H 3.297 -1.076 1.555 0.197
```

Calculated values
**E_LUMO**: -0.091 Ha
**HOMO-LUMO gap**: 8.63 eV
**Highest occupied orbital energy**: -11.1 eV
**Net charge**: +1
**M**: 336.0 g/mol
**Energy above the lowest of the compared OMol25 structures with the same formula, charge and spin**: 6.27 kJ/mol

***

# 3
Formula: C5H8O
Source: the Open Molecules 2025 dataset
Level of theory: the ωB97M-V functional and the def2-TZVPD basis

```
14
Properties=species:S:1:pos:R:3:nbo_charge:R:1
C -0.776 0.966 0.832 -0.069
O -1.708 0.037 0.274 -0.559
C 0.608 0.422 0.564 -0.244
H -1.120 -0.643 -1.512 0.190
H -0.850 1.998 0.430 0.175
H 2.319 0.579 -0.810 0.226
H -1.174 -2.160 -0.604 0.209
H 1.334 0.480 1.364 0.220
C -0.879 -1.071 -0.552 -0.088
H 0.995 -1.783 0.432 0.228
H -0.870 1.048 1.929 0.175
C 0.544 -0.922 -0.077 -0.273
C 1.256 0.304 -0.764 -0.404
H 0.740 0.556 -1.686 0.213
```

Calculated values
**SMILES string**: C1OC[C@H]2C[C@@H]12
**E_LUMO**: 0.040 Ha
**HOMO-LUMO gap**: 10.62 eV
**Highest occupied orbital energy**: -9.5 eV
**M**: 84.1 g/mol
**Energy above the lowest of the compared OMol25 structures with the same formula, charge and spin**: 240.40 kJ/mol